Computed, not measured: a molecular structure, CH5N5, with wB97M-V/def2-TZVPD.

Structure (XYZ):
```
11
Properties=species:S:1:pos:R:3:mulliken_charge:R:1
N 1.5688 -0.1354 0.6804 -0.503
N 1.2270 1.3959 -0.2056 -0.305
N 0.3455 -0.7806 0.5109 -0.137
C -0.5377 0.0424 -0.1896 0.475
N -1.7858 -0.4421 -0.5053 -0.480
N -0.0456 1.1572 -0.6045 -0.343
H 2.2714 -0.6400 0.1274 0.232
H 1.2053 1.8406 0.7130 0.298
H 0.3719 -1.7471 0.2010 0.262
H -2.3676 0.2374 -0.9724 0.261
H -2.2534 -0.9283 0.2447 0.240
```

Properties
Electronic energy, eV: -8565.21761
Strongest force on any atom, Eh/bohr: 0.0610
Orbital gap, eV: 8.8

***

Computed, not measured: a single CH5NO molecule, with wB97M-V/def2-TZVPD.

Structure (XYZ):
```
8
Properties=species:S:1:pos:R:3:mulliken_charge:R:1
N -0.0499 0.3957 0.9579 -0.600
C -0.4197 0.1507 -0.4251 -0.084
O 0.5602 -0.4888 -1.2182 -0.532
H -0.2540 -0.4083 1.5376 0.233
H 0.9443 0.5647 1.0593 0.229
H -0.6657 1.1045 -0.8836 0.215
H -1.3304 -0.4473 -0.4005 0.269
H 1.2153 -0.8712 -0.6274 0.270
```

Properties
SMILES string: NCO
Electronic energy, eV: -4655.27577
Strongest force on any atom, Eh/bohr: 0.0149
Orbital gap, eV: 10.8

***

Computed, not measured: a molecular structure, CH5NO, with wB97M-V/def2-TZVPD.

Structure (XYZ):
```
8
Properties=species:S:1:pos:R:3:mulliken_charge:R:1
N -0.2629 -0.1569 1.1912 -0.519
C -0.6562 -0.0776 -0.1484 -0.213
O 0.8430 0.1423 -1.0726 -0.565
H -0.2602 0.7158 1.7157 0.250
H 0.7011 -0.4660 1.1906 0.292
H -1.5065 0.5773 -0.3351 0.336
H -0.7991 -1.0544 -0.5781 0.189
H 0.2840 0.7851 -0.7270 0.229
```

Properties
Electronic energy, eV: -4652.59718
Strongest force on any atom, Eh/bohr: 0.1035
Orbital gap, eV: 10.8

***

Computed, not measured: 2 unconnected molecules or ions with the total composition CH5NO2, with wB97M-V/def2-TZVPD.

Structure (XYZ):
```
9
Properties=species:S:1:pos:R:3:mulliken_charge:R:1
C -2.5532 -0.0370 -0.1369 -0.077
O -1.8575 -0.0043 0.8193 -0.342
H -3.4476 -0.6417 -0.2225 0.242
H -2.1966 0.4268 -1.1283 0.177
N 2.3069 -0.3432 0.1292 -0.394
O 1.6273 0.8718 0.0166 -0.380
H 1.8262 -1.1434 0.4129 0.230
H 2.8068 -0.1990 0.9751 0.229
H 1.4877 1.0698 -0.8653 0.315
```

Properties
SMILES string: C=O.NO
Electronic energy, eV: -6699.88795
Strongest force on any atom, Eh/bohr: 0.0668
Orbital gap, eV: 10.3

***

Computed, not measured: a single CH5NO2 molecule, with wB97M-V/def2-TZVPD.

Structure (XYZ):
```
9
Properties=species:S:1:pos:R:3:mulliken_charge:R:1
N 0.5036 0.9076 -0.7340 -0.687
C -0.0542 0.6407 0.5816 -0.128
O -0.6672 -0.6509 0.6871 -0.257
O -0.0259 -1.5400 -0.2803 -0.353
H 1.2009 0.1747 -0.8797 0.311
H -0.2262 0.6611 -1.4017 0.278
H 0.7216 0.7269 1.3488 0.259
H -0.8294 1.3802 0.8044 0.247
H -0.6233 -2.3002 -0.1262 0.330
```

Properties
SMILES string: NCOO
Electronic energy, eV: -6699.99516
Strongest force on any atom, Eh/bohr: 0.0215
Orbital gap, eV: 10.6

***

Computed, not measured: a molecular structure, CH5NO2P, with wB97M-V/def2-TZVPD.

Structure (XYZ):
```
10
Properties=species:S:1:pos:R:3:mulliken_charge:R:1
C -0.6131 -0.7391 -0.0382 -0.238
N -1.2663 0.5503 0.0156 -0.150
O 3.3473 0.7374 -0.0272 -0.339
O 1.0040 0.1454 0.0941 -0.390
P 2.5456 -0.4359 -0.0281 0.402
H -0.5610 -1.2894 0.8024 0.347
H -0.3778 -1.3551 -1.0063 0.306
H -1.0785 0.9228 -0.8562 0.328
H -0.7520 1.0720 0.6183 0.332
H -2.2482 0.3917 0.4256 0.401
```

Properties
Electronic energy, eV: -15982.60452
Total charge: +1
Strongest force on any atom, Eh/bohr: 0.1493
Orbital gap, eV: 9.1

***

Computed, not measured: 2 unconnected molecules or ions with the total composition CH5NO3, with wB97M-V/def2-TZVPD.

Structure (XYZ):
```
10
Properties=species:S:1:pos:R:3:mulliken_charge:R:1
N -2.2714 -0.0967 -1.0570 -0.396
C -2.4187 0.6175 0.1173 0.597
O -3.1408 1.5494 0.2986 -0.492
O -1.3372 0.3555 0.9645 -0.483
H -1.7716 -0.9664 -1.0430 0.224
H -2.2946 0.4671 -1.8872 0.230
H -0.9919 1.2055 1.2629 0.319
O 4.7020 -1.3644 0.2373 -0.637
H 4.5484 -0.4661 -0.0495 0.317
H 4.9758 -1.3014 1.1562 0.321
```

Properties
SMILES string: NC(=O)O.O
Electronic energy, eV: -8750.79445
Strongest force on any atom, Eh/bohr: 0.0556
Orbital gap, eV: 10.9

***

Computed, not measured: a molecular structure, CH5NO3S2, with wB97M-V/def2-TZVPD.

Structure (XYZ):
```
12
Properties=species:S:1:pos:R:3:lowdin_spin:R:1
C -1.7935 -0.0623 1.5388 0.002
N 0.7260 0.1195 0.4789 0.680
O -1.1023 -0.1539 -1.0358 0.064
O -0.4343 -2.0908 0.3161 0.032
O 2.3704 1.1603 -2.8180 0.816
S 1.8054 0.3200 -0.7846 0.369
S -0.6738 -0.7097 0.2024 0.022
H -2.5740 -0.9104 1.7877 0.001
H -1.2040 -0.1973 2.3140 0.000
H -2.1834 0.9070 1.3694 0.000
H 2.6964 0.2389 -3.0264 0.001
H 2.3671 1.3787 -0.3424 0.013
```

Properties
Electronic energy, eV: -30415.23063
Strongest force on any atom, Eh/bohr: 0.1030
⟨S²⟩: 2.0147
Orbital gap (alpha / beta), eV: 9.9 / 7.9
2S+1: 3

***

Computed, not measured: a molecular structure, CH5NO4S, with wB97M-V/def2-TZVPD.

Structure (XYZ):
```
12
Properties=species:S:1:pos:R:3:mulliken_charge:R:1
C -1.6153 -0.0300 -0.8306 -0.270
N 0.7574 0.9945 1.6896 -0.468
O 1.7871 0.8631 -1.0677 -0.551
O 0.9927 -1.5569 -1.0445 -0.575
O -1.6093 -1.3108 -0.4484 -0.411
O 0.6941 -0.2497 1.0681 -0.166
S 0.8007 -0.1563 -0.6772 0.781
H -1.8778 0.6330 -0.0147 0.310
H -1.6043 0.1934 -1.8376 0.377
H 1.4897 1.5038 1.2869 0.255
H 0.9399 0.8151 2.7097 0.258
H -0.7548 -1.6991 -0.8335 0.460
```

Properties
Electronic energy, eV: -21628.78228
Strongest force on any atom, Eh/bohr: 0.0853
Orbital gap (alpha / beta), eV: 8.4 / 8.4

***

Computed, not measured: a molecular structure, CH5NOP, with wB97M-V/def2-TZVPD.

Structure (XYZ):
```
9
Properties=species:S:1:pos:R:3:mulliken_charge:R:1
C -1.1043 -0.2735 -1.0232 -1.089
N 1.2160 -0.8494 1.7676 -0.494
O 2.0093 0.3598 1.8085 -0.477
P 0.6199 0.0371 0.5886 0.231
H -0.9025 -0.3847 -2.0865 0.290
H -1.6861 -1.0921 -0.6175 0.244
H -1.6446 0.6476 -0.8593 0.247
H 1.4750 0.1448 -0.4671 0.010
H 0.0174 1.4105 0.8890 0.039
```

Properties
Electronic energy, eV: -13939.94171
Total charge: -1
Strongest force on any atom, Eh/bohr: 0.0545
Orbital gap, eV: 6.6

***

Calculated ΔE to the lowest compared entry with this formula, charge and spin, 1.312 0.108 2.786 3.824 3.717 2.226 1.029 0.381 4.536 4.943 eV (same order as the records).